{
  "formula": "C4H8O2",
  "method": "the ωB97M-V functional and the def2-TZVPD basis",
  "symbols": ["C", "C", "C", "O", "C", "O", "H", "H", "H", "H", "H", "H", "H", "H"],
  "xyz": [[0.7824, -0.1373, -1.7449], [0.1792, 0.1252, -0.3849], [0.8905, 0.7488, 0.6667], [-0.4672, -0.6945, 1.8165], [-1.5400, -0.3210, 1.1779], [-1.1555, 0.1731, -0.2863], [1.8623, -0.3064, -1.6846], [0.3067, -1.0049, -2.2043], [0.6082, 0.7293, -2.3881], [0.4677, -0.7738, 0.3904], [1.9634, 0.5944, 0.7597], [0.4356, 1.4250, 1.3791], [-2.2574, -1.1181, 0.9269], [-2.0761, 0.5602, 1.5759]],
  "forces_ev_per_a": [[-0.01, -0.06, -0.07], [0.19, 0.44, -0.18], [0.06, -0.03, -0.12], [-0.03, -0.09, -0.08], [-0.25, 0.06, 0.16], [0.00, -0.03, -0.19], [-0.18, 0.03, 0.05], [0.03, 0.08, 0.07], [0.00, -0.09, 0.07], [0.13, 0.03, 0.44], [-0.17, -0.07, -0.12], [-0.07, -0.27, 0.01], [0.17, 0.08, 0.04], [0.13, -0.09, -0.08]],
  "lowdin_charge": [-0.01, -0.54, 0.19, -0.19, -0.33, -0.06, 0.09, 0.09, 0.09, 0.22, 0.11, 0.10, 0.12, 0.11],
  "charge": 0,
  "molar_mass_g_mol": 88.11,
  "e_above_lowest_kcal_mol": 112.5,
  "orbital_gap_ev": 8.54,
  "homo_ev": -8.860,
  "largest_force_ev_per_a": 0.5
}

{
  "formula": "C5H7I",
  "method": "the ωB97M-V functional and the def2-TZVPD basis",
  "symbols": ["C", "C", "C", "C", "C", "I", "H", "H", "H", "H", "H", "H", "H"],
  "xyz": [[0.6641, -0.5825, -1.7065], [-0.3932, -0.2950, -1.2263], [1.9276, -0.9260, -2.3180], [-1.5724, 0.1058, 2.3477], [-1.2473, 1.3368, 2.0206], [0.4198, 2.3551, 2.8105], [2.6357, -1.2490, -1.5569], [1.7825, -1.7351, -3.0334], [2.3354, -0.0608, -2.8396], [-1.3074, -0.0448, -0.7806], [-1.0028, -0.4770, 3.0507], [-2.4409, -0.3628, 1.9139], [-1.8011, 1.9354, 1.3179]],
  "forces_ev_per_a": [[-0.37, 0.11, 0.09], [0.43, -0.11, -0.10], [0.20, -0.07, -0.11], [-1.97, -9.06, 2.72], [3.15, 10.02, -2.28], [-1.23, -0.91, -0.53], [0.10, -0.02, -0.05], [0.11, 0.00, -0.02], [0.09, -0.05, -0.03], [-0.56, 0.15, 0.25], [-0.02, -0.15, 0.03], [-0.08, -0.09, 0.00], [0.15, 0.18, 0.03]],
  "mulliken_spin": [-0.04, 0.04, 0.00, 0.89, 0.89, 0.18, 0.00, 0.00, 0.00, 0.01, 0.02, 0.01, 0.00],
  "charge": 0,
  "molar_mass_g_mol": 194.02,
  "e_above_lowest_kcal_mol": 54.3,
  "orbital_gap_ev": [5.96, 7.30],
  "homo_ev": [-5.500, -9.945],
  "multiplicity": 3,
  "largest_force_ev_per_a": 10.7
}